This record from OMol25 describes a single C4H7N3O molecule. The level of theory is wB97M-V/def2-TZVPD.

Summary:
frontier orbital gap	9.39	eV
SMILES string	NC[C@@H]1C=NN=CO1
energy above the lowest of the compared OMol25 structures with the same formula, charge and spin	98.8	kcal per mole
HOMO energy	-9.05	eV
total charge	0

Last column: natural (NBO) charge in e.
Element x y z (Å)
N -0.39 0.40 -2.58  -0.867
C 0.27 0.68 -1.35  -0.249
C -0.58 0.63 -0.13  0.002
C 0.19 1.02 1.13  0.022
N 0.98 0.18 1.77  -0.219
N 0.93 -1.12 1.38  -0.344
C -0.22 -1.40 0.73  0.355
O -1.07 -0.59 0.07  -0.448
H 0.02 1.06 -3.38  0.390
H -0.33 -0.73 -2.78  0.382
H 1.30 0.18 -1.19  0.189
H 0.68 1.79 -1.26  0.199
H -1.49 1.18 -0.28  0.209
H 0.14 1.96 1.50  0.189
H -0.33 -2.52 0.60  0.192



This record from OMol25 describes a molecular structure, C16H22BF3N3O4PtS. The level of theory is wB97M-V/def2-TZVPD.

Summary:
frontier orbital gap	6.46	eV
HOMO energy	-3.86	eV
total charge	-1

Last column: natural (NBO) charge in e.
Element x y z (Å)
Pt 0.08 -0.72 -1.04  0.539
F -2.03 -4.96 3.50  -0.353
C -1.04 -4.43 2.73  0.988
F -0.47 -5.48 2.11  -0.319
F -0.13 -3.95 3.60  -0.323
C -1.57 -3.39 1.80  -0.250
C -2.92 -3.12 1.81  -0.118
C -3.46 -2.15 0.97  -0.347
C -2.58 -1.47 0.16  0.102
N -1.27 -1.72 0.13  -0.505
C -0.69 -2.69 0.92  0.090
S 0.97 -2.94 0.77  -0.306
H -3.57 -3.67 2.48  0.219
H -4.51 -1.92 0.95  0.212
H -2.91 -0.68 -0.51  0.212
C 3.19 -0.38 -3.93  -0.666
C 1.94 -0.72 -3.19  0.253
N 1.55 0.00 -2.19  -0.175
O 2.40 1.04 -1.82  -0.589
C 1.13 -1.85 -3.55  -0.033
C 1.29 -2.62 -4.82  -0.657
N 0.15 -2.13 -2.69  -0.039
O -0.66 -3.06 -2.94  -0.524
H 3.95 -0.02 -3.24  0.242
H 3.00 0.41 -4.66  0.224
H 3.56 -1.25 -4.47  0.220
H 2.06 1.31 -0.95  0.514
H 1.67 -2.00 -5.63  0.196
H 0.32 -3.02 -5.11  0.244
H 1.96 -3.48 -4.71  0.207
C -1.16 3.81 0.26  -0.629
C -0.83 2.74 1.29  0.231
C -1.65 2.95 2.55  -0.621
O -1.18 1.48 0.72  -0.753
B -0.05 0.88 0.17  0.764
O 1.08 1.64 0.54  -0.793
C 0.70 2.59 1.55  0.251
C 1.02 1.95 2.89  -0.634
C 1.50 3.87 1.37  -0.626
H -2.22 3.73 0.01  0.217
H -0.58 3.66 -0.65  0.220
H -0.96 4.82 0.64  0.199
H -2.70 3.11 2.28  0.212
H -1.31 3.83 3.10  0.199
H -1.60 2.09 3.21  0.225
H 0.45 1.03 3.03  0.228
H 0.82 2.63 3.72  0.199
H 2.08 1.69 2.91  0.220
H 1.42 4.24 0.35  0.218
H 2.56 3.66 1.57  0.215
H 1.16 4.64 2.06  0.202



This record from OMol25 describes a molecular structure, C31H57Cl2N3NdOP2. The level of theory is wB97M-V/def2-TZVPD.

Summary:
frontier orbital gap (alpha / beta)	3.42 / 3.45	eV
spin multiplicity	4
HOMO energy (alpha / beta)	-1.36 / -1.39	eV
total charge	-1

Last column: Mulliken spin population.
Element x y z (Å)
P 1.14 1.35 -1.32  -0.004
C 2.94 0.92 -1.20  -0.003
C 3.81 1.50 -2.31  0.000
C 5.22 0.90 -2.22  0.000
C 5.85 1.05 -0.83  0.000
C 4.92 0.60 0.31  0.000
C 3.52 1.22 0.19  0.001
C 0.77 3.06 -0.70  -0.002
C 1.58 4.15 -1.39  0.000
C 1.04 5.52 -0.96  0.000
C 1.00 5.70 0.56  0.000
C 0.33 4.52 1.29  0.000
C 0.87 3.17 0.84  0.000
C 0.62 1.23 -3.09  -0.003
C 0.87 -0.20 -3.62  0.000
C 0.32 -0.43 -5.03  0.000
C -1.15 -0.02 -5.18  0.000
C -1.41 1.39 -4.65  0.001
C -0.86 1.63 -3.24  0.004
H 2.90 -0.18 -1.30  0.000
H 3.87 2.59 -2.20  0.000
H 3.38 1.30 -3.30  0.000
H 5.86 1.35 -2.98  0.000
H 5.15 -0.18 -2.45  0.000
H 6.78 0.48 -0.78  0.000
H 6.11 2.11 -0.68  0.000
H 4.82 -0.49 0.27  0.000
H 5.36 0.87 1.28  0.000
H 2.86 0.82 0.98  -0.001
H 3.60 2.31 0.34  0.000
H -0.29 3.18 -0.97  0.000
H 0.02 5.62 -1.36  0.000
H 1.54 4.04 -2.48  0.000
H 2.64 4.06 -1.10  0.000
H 1.64 6.31 -1.42  0.000
H 0.47 6.62 0.80  0.000
H 2.03 5.81 0.93  0.000
H 0.47 4.63 2.37  0.000
H -0.75 4.55 1.10  0.000
H 0.30 2.35 1.32  -0.001
H 1.91 3.05 1.15  0.000
H 1.26 1.95 -3.62  0.000
H 1.95 -0.44 -3.60  0.000
H 0.41 -0.92 -2.93  0.002
H 0.93 0.15 -5.74  0.000
H 0.45 -1.49 -5.30  0.000
H -1.77 -0.74 -4.62  0.000
H -1.45 -0.09 -6.23  0.000
H -2.49 1.60 -4.66  0.000
H -0.95 2.11 -5.33  0.000
H -1.00 2.69 -2.98  0.000
H -1.47 1.07 -2.51  -0.001
Nd -0.53 -1.06 0.69  3.061
Cl -2.28 0.82 0.11  -0.003
Cl 1.19 -2.40 -0.79  -0.004
C 1.12 -0.36 2.30  -0.032
H 2.15 -0.77 2.30  0.000
C 0.77 0.23 3.53  -0.001
C -0.48 0.95 3.69  -0.006
C -0.82 1.51 4.91  0.006
C 0.04 1.40 6.02  -0.010
C 1.26 0.71 5.89  0.004
C 1.63 0.14 4.68  -0.007
H -1.16 1.04 2.82  -0.003
H -1.76 2.05 5.02  0.000
H 1.92 0.62 6.75  0.000
H 2.57 -0.40 4.57  -0.001
H -0.23 1.85 6.97  -0.001
C -4.98 -1.88 1.83  0.000
N -4.40 -3.24 2.00  0.000
C -4.42 -3.62 3.43  0.000
P -2.92 -3.46 1.27  -0.005
O -1.91 -2.43 1.77  0.005
N -2.20 -4.89 1.64  0.000
C -0.75 -4.93 1.91  0.002
C -2.78 -6.19 1.32  0.000
N -3.24 -3.20 -0.33  -0.003
C -4.57 -3.31 -0.92  0.000
C -2.17 -3.31 -1.32  0.019
H -4.24 -1.09 2.01  0.000
H -5.78 -1.78 2.58  0.000
H -5.41 -1.74 0.84  0.000
H -4.01 -4.62 3.56  0.000
H -3.86 -2.90 4.04  0.000
H -5.47 -3.61 3.75  0.000
H -0.45 -4.09 2.55  0.000
H -0.54 -5.86 2.44  0.000
H -0.14 -4.89 1.00  -0.001
H -3.82 -6.24 1.65  0.000
H -2.72 -6.42 0.25  0.000
H -2.21 -6.95 1.87  0.000
H -4.90 -2.33 -1.30  0.000
H -4.53 -4.01 -1.77  0.000
H -5.30 -3.68 -0.19  0.000
H -2.10 -2.38 -1.91  -0.008
H -1.18 -3.50 -0.87  -0.004
H -2.38 -4.14 -2.01  0.000



This record from OMol25 describes a single C4H4O3 molecule. The level of theory is wB97M-V/def2-TZVPD.

Summary:
frontier orbital gap	9.61	eV
SMILES string	O=CC1(C=O)CO1
energy above the lowest of the compared OMol25 structures with the same formula, charge and spin	67.0	kcal per mole
HOMO energy	-9.72	eV
total charge	0

Last column: natural (NBO) charge in e.
Element x y z (Å)
O -0.61 1.98 0.68  -0.460
C -0.87 1.15 -0.15  0.391
C -0.10 -0.14 -0.10  -0.013
C 1.28 0.40 -0.46  0.404
O 1.72 1.42 0.00  -0.455
C -0.38 -1.35 0.71  -0.065
O -0.51 -1.35 -0.71  -0.464
H -1.43 1.39 -1.08  0.134
H 1.79 -0.13 -1.27  0.135
H 0.44 -1.94 1.12  0.195
H -1.32 -1.43 1.26  0.199



This record from OMol25 describes a molecular structure, C37H42BaCl3N5O4S4SeSi. The level of theory is wB97M-V/def2-TZVPD.

Summary:
frontier orbital gap	4.15	eV
HOMO energy	-1.18	eV
total charge	-2

Last column: Löwdin charge in e.
Element x y z (Å)
Ba 1.41 -0.93 0.54  1.442
C 2.81 2.27 0.33  -0.064
C 3.48 1.82 1.62  -0.613
C 3.57 3.05 2.60  -0.007
C 4.85 1.20 1.37  -0.027
O 2.61 0.86 2.25  -0.366
Si 2.66 0.09 3.74  -0.224
S 1.55 -1.69 3.53  0.122
O 4.20 -0.26 4.13  -0.196
C 5.00 -1.02 5.11  -0.637
C 6.36 -0.88 4.53  -0.053
C 4.49 -2.43 5.17  -0.065
C 4.84 -0.28 6.44  -0.025
O 2.06 1.08 4.88  -0.193
C 0.81 1.42 5.60  -0.622
C 1.13 2.65 6.46  -0.047
C 0.37 0.21 6.50  -0.036
C -0.18 1.64 4.50  -0.064
H 3.44 2.99 -0.18  0.086
H 1.78 2.71 0.56  0.116
H 2.69 1.46 -0.38  0.020
H 4.58 3.27 2.95  0.073
H 3.01 2.85 3.52  0.063
H 3.10 3.97 2.20  0.076
H 5.47 1.94 0.86  0.092
H 4.86 0.28 0.77  0.054
H 5.33 0.99 2.36  0.082
H 6.32 -1.16 3.42  0.115
H 7.03 -1.61 5.04  0.093
H 6.69 0.19 4.56  0.097
H 4.48 -2.86 4.15  0.103
H 3.50 -2.59 5.56  0.058
H 5.20 -3.00 5.75  0.072
H 4.99 0.78 6.31  0.079
H 5.57 -0.69 7.09  0.064
H 3.83 -0.44 6.89  0.095
H 2.02 2.52 7.08  0.079
H 0.22 2.85 7.10  0.091
H 1.21 3.59 5.89  0.077
H 1.08 0.14 7.36  0.079
H 0.38 -0.72 5.88  0.048
H -0.63 0.44 6.91  0.079
H 0.03 2.49 3.80  0.094
H -1.17 1.94 4.96  0.098
H -0.25 0.70 3.89  0.074
S -0.78 -3.41 1.83  0.367
C -1.22 -3.70 0.18  -0.820
C -2.62 -3.71 -0.06  -0.100
C -3.05 -3.82 -1.40  -0.217
C -4.45 -3.95 -1.74  -0.226
N -5.56 -4.15 -1.99  0.119
C -2.03 -3.79 -2.43  -0.256
C -0.69 -3.81 -2.21  -0.107
C -0.24 -3.87 -0.85  -0.896
S 1.37 -4.02 -0.53  0.429
C -2.37 -3.77 -3.84  -0.207
N -2.51 -3.89 -5.01  0.111
H -3.32 -3.61 0.74  0.083
H 0.03 -3.71 -3.05  0.118
Cl -8.93 0.11 -1.87  0.677
C -7.36 0.30 -2.53  -0.687
C -6.34 -0.55 -2.12  -0.087
C -5.04 -0.48 -2.64  0.005
C -4.79 0.48 -3.62  -0.163
C -3.49 0.44 -4.42  -0.272
C -2.45 1.49 -4.04  -0.075
N -1.97 1.23 -2.69  -0.077
C -2.57 1.67 -1.53  -0.077
C -1.92 1.05 -0.49  -0.103
N -0.72 0.48 -1.00  -0.044
C -0.88 0.49 -2.30  -0.160
O -3.79 0.58 -5.81  -0.129
C -3.37 -0.42 -6.77  -0.124
C -2.33 0.12 -7.71  -0.297
C -0.99 0.23 -7.42  -0.916
Cl 0.01 -0.61 -6.24  0.631
S -0.22 1.48 -8.34  0.978
C -1.62 1.73 -9.27  -0.440
C -2.67 1.00 -8.79  -0.152
C -5.79 1.47 -3.84  -0.558
Cl -5.49 2.92 -4.75  0.701
C -7.10 1.40 -3.34  -0.141
H -6.52 -1.41 -1.47  0.102
H -4.24 -1.20 -2.42  0.122
H -3.01 -0.54 -4.25  0.147
H -2.80 2.53 -4.06  0.112
H -1.53 1.43 -4.72  0.134
H -3.51 2.19 -1.49  0.117
H -2.11 1.02 0.59  0.112
H -0.25 0.06 -3.04  0.118
H -4.25 -0.51 -7.36  0.108
H -3.16 -1.38 -6.26  0.117
H -1.62 2.60 -9.92  0.060
H -3.75 1.03 -9.11  0.134
H -7.88 2.09 -3.54  0.089
Se 6.46 -0.96 -2.31  0.289
C 4.84 -1.06 -1.47  -0.987
N 3.81 -1.13 -0.89  -0.140



This record from OMol25 describes 2 unconnected molecules or ions with the total composition C5H15NO. The level of theory is wB97M-V/def2-TZVPD.

Summary:
frontier orbital gap	9.13	eV
SMILES string	CCCNCC.O
energy above the lowest of the compared OMol25 structures with the same formula, charge and spin	33.5	kcal per mole
HOMO energy	-8.51	eV
total charge	0

Last column: natural (NBO) charge in e.
Element x y z (Å)
C -0.32 -2.34 0.23  -0.603
C 0.93 -1.46 0.30  -0.393
C 0.71 -0.25 -0.66  -0.206
N 1.79 0.51 -1.24  -0.630
C 1.54 1.81 -1.89  -0.213
C 0.09 1.94 -2.37  -0.633
H -0.25 -3.08 1.04  0.213
H -1.13 -1.67 0.57  0.198
H -0.45 -2.70 -0.79  0.213
H 1.80 -2.03 -0.07  0.196
H 1.12 -1.12 1.31  0.193
H 0.06 -0.55 -1.47  0.182
H 0.08 0.38 0.01  0.139
H 2.48 0.70 -0.52  0.351
H 2.15 1.85 -2.80  0.187
H 1.80 2.69 -1.31  0.177
H -0.18 2.90 -2.80  0.217
H -0.65 1.78 -1.58  0.206
H -0.19 1.26 -3.19  0.207
O -3.85 -0.26 4.67  -0.923
H -3.46 -0.73 5.41  0.462
H -3.02 -0.04 4.22  0.461



This record from OMol25 describes a molecular structure, C25H26N9O2PbS2. The level of theory is wB97M-V/def2-TZVPD.

Summary:
frontier orbital gap	5.91	eV
energy above the lowest of the compared OMol25 structures with the same formula, charge and spin	8.3	kcal per mole
HOMO energy	-10.53	eV
total charge	+1

Last column: natural (NBO) charge in e.
Element x y z (Å)
Pb -0.82 -0.24 0.47  1.670
O 0.40 3.02 5.15  -0.661
C 1.54 2.37 4.86  0.370
C 2.66 2.72 5.61  -0.276
C 3.87 2.11 5.38  -0.147
C 4.01 1.14 4.39  -0.248
C 2.91 0.79 3.64  -0.160
C 1.66 1.39 3.85  -0.201
C 0.55 0.97 3.00  0.617
O 0.77 0.13 2.07  -0.722
N -0.67 1.48 3.24  -0.466
N -1.56 0.97 2.36  -0.255
C -2.81 1.04 2.61  0.075
C -3.78 0.54 1.64  0.158
C -5.13 0.51 1.93  -0.203
C -6.01 0.05 0.96  -0.125
C -5.50 -0.35 -0.27  -0.234
C -4.14 -0.29 -0.48  0.076
N -3.29 0.13 0.46  -0.476
H -0.31 2.66 4.58  0.506
H 2.54 3.48 6.38  0.235
H 4.73 2.40 5.98  0.222
H 4.96 0.66 4.22  0.219
H 2.98 0.04 2.87  0.228
H -3.15 1.45 3.56  0.220
H -5.49 0.85 2.89  0.240
H -7.07 0.01 1.15  0.241
H -6.15 -0.70 -1.06  0.242
H -3.70 -0.58 -1.43  0.213
S -1.37 -2.39 1.67  -0.037
C -1.82 -2.93 0.07  0.067
C -2.37 -4.18 -0.23  -0.246
C -2.68 -4.46 -1.54  -0.118
C -2.42 -3.52 -2.55  -0.266
C -1.87 -2.32 -2.18  0.058
N -1.58 -2.04 -0.90  -0.548
H -2.56 -4.89 0.56  0.245
H -3.11 -5.42 -1.80  0.238
H -2.65 -3.72 -3.58  0.242
H -1.64 -1.53 -2.89  0.217
N -1.13 1.01 -1.28  -0.846
C -1.62 1.95 -1.82  0.719
N -2.12 2.93 -2.35  -0.597
C -2.02 3.46 -3.56  0.412
N -1.94 3.95 -4.60  -0.358
C 5.20 -0.28 -0.67  -0.623
C 4.40 -1.27 -1.49  -0.220
N 3.37 -0.62 -2.30  -0.568
C 2.13 -0.34 -1.92  0.378
S 1.62 -0.91 -0.36  -0.119
N 1.35 0.38 -2.71  -0.581
C 1.68 0.84 -4.06  -0.234
C 1.58 -0.26 -5.11  -0.621
H 5.98 -0.80 -0.11  0.231
H 4.56 0.25 0.04  0.223
H 5.69 0.46 -1.31  0.213
H 3.91 -2.00 -0.86  0.227
H 5.04 -1.82 -2.18  0.215
H 3.68 -0.19 -3.17  0.407
H 0.42 0.57 -2.36  0.441
H 2.67 1.30 -4.05  0.197
H 0.98 1.65 -4.29  0.234
H 2.23 -1.10 -4.89  0.210
H 1.85 0.14 -6.09  0.237
H 0.56 -0.64 -5.18  0.215



This record from OMol25 describes a molecular structure, C31H29Cl3N3O3S3Tc. The level of theory is wB97M-V/def2-TZVPD.

Summary:
frontier orbital gap (alpha / beta)	8.41 / 5.31	eV
energy above the lowest of the compared OMol25 structures with the same formula, charge and spin	4.2	kcal per mole
spin multiplicity	4
HOMO energy (alpha / beta)	-16.28 / -16.23	eV
total charge	+3

Last column: Mulliken spin population.
Element x y z (Å)
Tc -0.13 0.52 -0.19  1.928
O 1.17 0.56 1.44  0.005
S 1.74 -0.55 2.36  0.002
C 3.52 -0.64 1.94  0.005
C 3.76 -0.42 0.46  -0.007
C 3.36 -1.62 -0.41  0.000
C 3.59 -1.38 -1.90  0.004
S 2.41 -0.15 -2.59  -0.003
O 1.35 -0.01 -1.48  0.037
C 1.61 -1.05 -3.87  0.006
C 0.68 -2.04 -3.56  -0.006
C 0.11 -2.75 -4.60  -0.001
C 0.47 -2.47 -5.92  0.000
C 1.40 -1.48 -6.20  0.000
C 1.97 -0.75 -5.17  0.000
C 1.84 0.22 3.95  0.002
C 1.87 1.60 4.07  0.000
C 2.01 2.15 5.33  0.002
C 2.12 1.32 6.44  0.000
C 2.08 -0.06 6.30  0.000
C 1.93 -0.63 5.04  -0.001
H 3.80 -1.65 2.26  0.000
H 4.03 0.09 2.56  0.001
H 4.82 -0.20 0.32  0.000
H 3.21 0.47 0.15  0.002
H 2.32 -1.89 -0.24  -0.001
H 3.96 -2.49 -0.13  0.001
H 3.46 -2.28 -2.49  0.001
H 4.57 -0.96 -2.09  0.000
H 0.42 -2.26 -2.53  0.001
H -0.61 -3.54 -4.39  0.000
H 0.03 -3.04 -6.73  0.000
H 1.67 -1.27 -7.23  0.000
H 2.69 0.03 -5.38  0.000
H 1.81 2.23 3.19  -0.002
H 2.05 3.22 5.46  0.000
H 2.23 1.75 7.43  0.000
H 2.16 -0.70 7.17  0.000
H 1.88 -1.70 4.92  0.000
Cl -1.98 6.49 3.15  0.123
C -1.86 4.94 2.55  0.260
C -0.88 4.67 1.55  0.028
C -0.80 3.41 1.08  0.113
Cl 0.36 2.97 -0.15  0.006
C -1.66 2.34 1.53  0.138
O -1.57 1.17 1.07  0.223
C -2.64 2.67 2.55  0.134
Cl -3.66 1.43 3.09  0.036
C -2.73 3.94 3.04  -0.050
H -0.23 5.46 1.19  -0.002
H -3.46 4.18 3.80  0.000
C -3.05 -3.20 1.82  0.001
N -3.33 -2.28 0.70  0.010
C -4.60 -1.94 0.26  0.000
C -4.45 -1.07 -0.75  0.003
N -3.08 -0.88 -0.93  0.008
C -2.41 -1.63 -0.01  -0.016
S -0.71 -1.74 0.23  0.013
C -2.53 -0.19 -2.04  0.006
C -3.18 -0.29 -3.26  -0.004
C -2.71 0.42 -4.34  0.010
C -1.60 1.23 -4.18  -0.006
C -0.99 1.26 -2.94  0.014
N -1.43 0.56 -1.87  -0.033
H -3.87 -3.90 1.90  0.000
H -2.95 -2.63 2.74  0.000
H -2.13 -3.74 1.62  0.001
H -5.49 -2.35 0.70  0.000
H -5.19 -0.55 -1.34  0.001
H -4.04 -0.95 -3.35  0.000
H -3.21 0.35 -5.30  0.000
H -1.19 1.82 -4.99  0.000
H -0.10 1.86 -2.79  0.007



| no. | E_tot (eV) |
| --- | --- |
| 1 | -10775.4644 |
| 2 | -52523.8788 |
| 3 | -98495.1763 |
| 4 | -10352.3063 |
| 5 | -209525.4722 |
| 6 | -8964.9048 |
| 7 | -70764.7084 |
| 8 | -115478.2100 |